# C7H11N4O3P

C7H11N4O3P in the gas phase at a distorted geometry (ωB97M-V with the def2-TZVPD basis set, OMol25).

```
26
C7H11N4O3P | OMol25 | ωB97M-V with the def2-TZVPD basis set
P 1.546 1.035 -0.807
O 2.259 3.188 1.180
O 3.984 2.408 0.118
O 2.121 2.575 -0.819
N 2.893 2.785 0.266
N 2.460 0.296 -2.012
N 0.128 1.236 -1.752
N 1.716 0.587 0.668
C 1.335 -0.713 1.218
C -0.792 -1.542 0.107
C -0.970 -0.103 1.942
C -2.400 -0.175 2.016
C -0.176 -0.844 1.109
C -3.031 -0.981 1.063
C -2.239 -1.600 0.113
H -4.073 -1.130 1.037
H -0.569 0.705 2.550
H -0.444 2.068 -1.389
H 0.404 1.528 -2.653
H 2.256 -0.695 -1.874
H 2.634 0.759 -2.863
H -0.268 -1.978 -0.729
H -2.700 -2.276 -0.603
H 1.533 -0.704 2.285
H 1.951 -1.482 0.756
H -2.785 0.452 2.792
```

## Properties
max |F| = 3.8 eV/Å
SMILES = NP(N)(=NCc1ccccc1)O[N+](=O)[O-]
E_tot = -28825.02820 eV
lowest unoccupied orbital energy = 0.0190 Ha
HOMO = -8.81 eV
energy above the lowest of the compared OMol25 structures with the same formula, charge and spin = 3.3025 eV

Results of the Mulliken charge analysis, in e, for atoms 1 through 8: number 1, P, carries 0.7256; number 2, O, carries -0.4979; number 3, O, carries -0.5293; number 4, O, carries -0.4179; number 5, N, carries 1.0180; number 6, N, carries -0.5209; number 7, N, carries -0.6346; number 8, N, carries -0.2364

# C16H18F4N4O5Pd

A molecular structure, C16H18F4N4O5Pd at a distorted geometry (ωB97M-V with the def2-TZVPD basis set, OMol25).

```
48
C16H18F4N4O5Pd | OMol25 | ωB97M-V with the def2-TZVPD basis set
Pd 0.768 -0.250 0.299
F -3.846 1.644 -1.794
F -1.736 0.411 -0.748
F 1.020 2.527 -4.016
F -1.111 3.693 -5.013
O -1.863 -2.855 2.184
O 1.871 -0.537 2.326
O -3.991 -2.151 3.248
O -0.244 -2.001 0.929
O -4.919 -0.229 3.791
N -1.618 1.605 2.198
N 2.327 -1.361 -0.846
N -0.949 0.527 1.757
N 0.759 0.729 -1.738
C -0.243 1.391 -2.323
C -2.760 1.292 2.810
C -1.562 1.232 -1.793
C 3.237 -2.059 0.073
C -1.239 -1.905 1.693
C -2.652 1.853 -2.331
C 1.793 0.232 3.543
C -2.521 2.692 -3.433
C -0.151 2.263 -3.458
C 3.002 -0.248 -1.526
C -3.959 -0.903 3.279
C -1.263 2.885 -3.979
C -1.688 -0.516 2.065
C -2.863 -0.088 2.737
C 1.691 -2.316 -1.769
C 2.053 0.554 -2.399
H 2.533 1.499 -2.641
H -3.152 -2.576 2.677
H 2.674 -2.800 0.638
H -3.419 2.029 3.242
H 2.614 -0.039 4.203
H 3.824 -0.615 -2.149
H 4.019 -2.581 -0.486
H 1.882 0.046 -3.353
H 1.243 -3.122 -1.193
H -1.220 2.527 2.091
H 0.910 -1.833 -2.350
H 1.890 1.278 3.269
H -3.387 3.182 -3.858
H 0.844 0.068 4.055
H 2.436 -2.738 -2.451
H 1.829 -1.477 2.546
H 3.436 0.388 -0.751
H 3.703 -1.349 0.750
```

## Properties
max |F| = 1.0 eV/Å
E_tot = -47411.74401 eV
spin multiplicity = 5
<S²> = 6.053
total charge = +2
lowest unoccupied orbital energy (spin up / spin down) = -0.2412 / -0.3789 Ha
HOMO (spin up / spin down) = -14.91 / -15.32 eV

Results of the Mulliken charge analysis, in e, for atoms 1 through 8: number 1, Pd, carries 0.1848; number 2, F, carries -0.2720; number 3, F, carries -0.0899; number 4, F, carries -0.2571; number 5, F, carries -0.2538; number 6, O, carries -0.7569; number 7, O, carries -0.2401; number 8, O, carries -0.4248

# C5H14NO

2 unconnected molecules or ions with the total composition C5H14NO at a distorted geometry (ωB97M-V with the def2-TZVPD basis set, OMol25).

```
21
C5H14NO | OMol25 | ωB97M-V with the def2-TZVPD basis set
O 1.104 -2.761 1.321
N -0.911 0.426 1.511
C -0.467 -0.152 2.561
C -0.032 1.535 -2.513
C -0.927 -0.309 0.198
C 0.301 1.502 -1.051
C 0.469 0.001 -0.558
H 0.534 2.358 -3.104
H -0.200 0.158 3.621
H 0.634 -0.597 -1.491
H 1.253 2.004 -0.657
H 1.292 -0.208 0.117
H -1.180 1.357 1.361
H -0.645 1.896 -0.482
H -1.781 0.006 -0.578
H 0.519 -3.386 0.922
H -1.095 1.466 -2.767
H -1.052 -1.296 0.476
H 0.027 -1.232 2.443
H 1.824 -3.288 1.687
H 0.333 0.521 -3.017
```

## Properties
max |F| = 3.9 eV/Å
E_tot = -8940.75135 eV
total charge = +1
lowest unoccupied orbital energy = -0.1786 Ha
HOMO = -14.61 eV
energy above the lowest of the compared OMol25 structures with the same formula, charge and spin = 3.2567 eV

Results of the Mulliken charge analysis, in e, for atoms 1 through 8: number 1, O, carries -0.5908; number 2, N, carries 0.0504; number 3, C, carries 0.0454; number 4, C, carries -1.1121; number 5, C, carries -0.9724; number 6, C, carries -0.0699; number 7, C, carries -0.3806; number 8, H, carries 0.3056

# C3H4N4S

C3H4N4S in the gas phase at a distorted geometry (ωB97M-V with the def2-TZVPD basis set, OMol25).

```
12
C3H4N4S | OMol25 | ωB97M-V with the def2-TZVPD basis set
S 3.120 -0.554 -0.432
N -0.723 -1.102 0.161
N -3.980 -0.266 -0.353
N 0.631 -1.077 0.301
N 1.178 1.211 0.108
C 1.599 -0.109 0.009
C -1.401 -0.105 -0.247
C -2.823 -0.225 -0.287
H -0.985 0.886 -0.532
H 1.010 -1.987 0.489
H 0.459 1.460 0.795
H 1.915 1.868 -0.013
```

## Properties
max |F| = 1.7 eV/Å
SMILES = N#C/C=N/NC(N)=S
E_tot = -19969.88263 eV
lowest unoccupied orbital energy = -0.0216 Ha
HOMO = -9.15 eV
energy above the lowest of the compared OMol25 structures with the same formula, charge and spin = 0.7516 eV

Results of the Mulliken charge analysis, in e, for atoms 1 through 8: number 1, S, carries -0.3460; number 2, N, carries -0.5379; number 3, N, carries -0.3729; number 4, N, carries 0.0526; number 5, N, carries -0.4378; number 6, C, carries 0.3378; number 7, C, carries -0.0519; number 8, C, carries 0.1543